Below is a cluster of 2 separate species, C3H9INS in total, with properties calculated with ωB97M-V/def2-TZVPD.

Computed properties:
E_HOMO: -12.609 eV
charge: +1
HOMO-LUMO gap: 9.15 eV

Element x y z (Å)
C  -1.0618  0.7000  1.2066
C  -1.2106  0.1789  -1.3521
C  -1.0598  -0.2198  0.1024
N  0.0969  -0.3184  -0.8452
S  -1.4275  -1.9639  0.6258
I  5.2985  -0.0189  0.5089
H  -2.1863  0.7437  1.3846
H  -0.5837  1.6087  0.9402
H  -0.6992  0.2691  2.1360
H  -1.7510  -0.5089  -2.1806
H  -1.3853  1.2602  -1.5895
H  0.4508  -1.2552  -1.2624
H  5.5830  1.0779  -0.6167
H  0.9383  0.2536  -0.8351
H  -1.0022  -1.8070  1.7774


Below is a cluster of 2 separate species, C3H9ISi in total, with properties calculated with ωB97M-V/def2-TZVPD.

Computed properties:
E_HOMO (alpha / beta): -8.101 / -7.729 eV
HOMO-LUMO gap (alpha / beta): 7.12 / 7.96 eV

Element x y z (Å)
C  -1.1774  -1.4657  0.8565
C  -0.7681  -0.8487  -0.4639
C  -1.0870  0.5524  -0.7837
Si  2.1093  1.8353  0.0903
I  2.9870  -0.4140  0.2558
H  -0.8637  -2.5613  0.8507
H  -0.8406  -0.9847  1.6894
H  -2.2348  -1.3662  0.9590
H  0.3526  -1.1083  -0.6067
H  -1.3092  -1.4908  -1.2426
H  -1.4531  1.4222  -0.2443
H  -0.5102  1.0213  -1.6409
H  2.1606  2.7366  1.3618
H  2.6347  2.6719  -1.0815


Below is a cluster of 2 separate species, C3H9ISi in total, with properties calculated with ωB97M-V/def2-TZVPD.

Computed properties:
E_HOMO (alpha / beta): -8.228 / -6.668 eV
HOMO-LUMO gap (alpha / beta): 7.89 / 5.55 eV

Element x y z (Å)
C  -1.5752  -0.1576  -1.1874
C  -0.0653  -1.5867  1.2568
C  1.7370  1.9992  -0.4974
Si  -0.9588  -0.0349  0.6175
I  3.0865  0.3272  -0.8823
H  -0.7525  -0.2750  -1.8342
H  -2.1878  -1.0097  -1.2967
H  -2.1892  0.6522  -1.4748
H  -0.7092  -2.4403  1.0686
H  0.9001  -1.8187  0.8397
H  0.0040  -1.5868  2.3538
H  2.0800  2.7924  -1.1754
H  2.0407  2.3925  0.4664
H  -1.4103  0.7464  1.7455


Below is a cluster of 2 separate species, C3H9ISi in total, with properties calculated with ωB97M-V/def2-TZVPD.

Computed properties:
E_HOMO: -8.685 eV
HOMO-LUMO gap: 8.98 eV

Element x y z (Å)
C  -0.6431  0.1016  2.2302
C  0.8921  -0.1346  -0.2919
C  -0.2861  0.5510  -2.0212
Si  -0.5209  -1.0148  0.6177
I  0.7173  -0.6863  -3.5230
H  -0.9430  -0.4110  3.1397
H  0.4152  0.3678  2.4348
H  -1.2359  1.0216  2.0772
H  1.3596  0.8198  -0.0899
H  1.5773  -0.9046  -0.7046
H  -1.2790  0.3586  -1.7768
H  -0.1021  1.5275  -2.1582
H  -1.7320  -1.0403  -0.2438
H  -0.3235  -2.4421  1.1067


Below is a structure of composition C3H9InO4P, with properties calculated with ωB97M-V/def2-TZVPD.

Computed properties:
E_HOMO (alpha / beta): -18.717 / -18.689 eV
2S+1: 2
charge: +2
⟨S²⟩: 0.76
HOMO-LUMO gap (alpha / beta): 11.23 / 5.26 eV

Element x y z (Å)
In  1.2552  -3.1981  3.6479
C  -2.2201  1.0202  -0.2351
O  -1.6188  0.1731  0.7223
P  -0.1415  -0.5327  0.3613
O  0.4600  -1.3568  1.4376
O  0.7785  0.7852  0.0107
C  1.3488  1.5766  1.1029
O  -0.4547  -1.2096  -1.1051
C  0.5606  -1.5243  -1.9963
H  -1.8133  0.8937  -1.2385
H  -2.0801  2.0009  0.2195
H  -3.2967  0.8592  -0.2915
H  2.4158  1.6820  0.9063
H  1.2722  1.0838  2.0721
H  0.9430  2.5866  1.1610
H  0.4720  -0.9879  -2.9410
H  0.5542  -2.6019  -2.1606
H  1.5649  -1.2501  -1.6733


Below is the molecule C3H9N, with properties calculated with ωB97M-V/def2-TZVPD.

Computed properties:
E_HOMO: -8.712 eV
HOMO-LUMO gap: 9.91 eV

Element x y z (Å)
C  0.1363  1.3601  -0.0491
N  0.0043  -0.0316  -0.5210
C  1.1408  -0.7867  -0.0533
C  -1.2691  -0.5714  -0.0392
H  1.0453  1.8148  -0.4950
H  0.2829  1.4610  1.0477
H  -0.7573  1.8979  -0.3538
H  2.1041  -0.3299  -0.2566
H  1.1937  -1.7645  -0.5132
H  1.0946  -0.9843  1.0583
H  -2.0944  0.0828  -0.4674
H  -1.4467  -1.5579  -0.4426
H  -1.4347  -0.5902  1.0852


Below is a cluster of 2 separate species, C3H9N in total, with properties calculated with ωB97M-V/def2-TZVPD.

Computed properties:
E_HOMO: -9.448 eV
HOMO-LUMO gap: 10.53 eV

Element x y z (Å)
C  -1.6088  -0.3560  -1.3061
C  -1.3206  -0.8780  -0.1073
C  0.0428  -1.0052  0.4847
H  -2.5761  -0.5677  -1.7321
H  -0.7960  0.0636  -1.8765
H  -2.1104  -1.4048  0.4216
H  0.7318  -0.1795  0.3274
H  0.3914  -1.9778  0.1222
H  0.0815  -1.0666  1.5758
N  2.1477  1.7512  0.7596
H  1.6420  2.5981  0.9632
H  1.8219  1.4630  -0.1528
H  3.1325  1.9073  0.5985


Below is a cluster of 2 separate species, C3H9N in total, with properties calculated with ωB97M-V/def2-TZVPD.

Computed properties:
E_HOMO: -9.411 eV
HOMO-LUMO gap: 10.52 eV

Element x y z (Å)
C  -1.3616  -0.7135  -1.8027
C  -1.4988  -0.6991  -0.4857
C  -0.4362  -0.7858  0.5475
H  -2.2133  -0.4900  -2.4274
H  -0.3887  -0.9002  -2.2508
H  -2.4885  -0.4583  -0.0973
H  -0.3263  0.1690  1.0604
H  0.5272  -1.1005  0.1562
H  -0.6702  -1.4740  1.3671
N  2.0751  1.5223  0.7532
H  1.5238  2.0057  1.4577
H  2.7828  2.1896  0.4729
H  2.4746  0.7348  1.2490


Below is the molecule C3H9N, with properties calculated with ωB97M-V/def2-TZVPD.

Computed properties:
E_HOMO: -8.805 eV
HOMO-LUMO gap: 9.93 eV

Element x y z (Å)
C  -0.2179  0.6188  -1.2164
N  0.4602  -0.1550  -0.2188
C  0.8909  0.5704  0.9555
C  -0.4808  -1.1012  0.2213
H  0.3330  1.3298  -1.8627
H  -1.0385  1.1303  -0.8225
H  -0.5928  -0.2849  -1.8499
H  1.2491  1.7185  0.6251
H  1.6341  -0.1202  1.5306
H  -0.0758  0.6483  1.6759
H  -0.7972  -1.6425  -0.6450
H  0.1020  -1.9016  0.8542
H  -1.4663  -0.8108  0.7527


Below is a cluster of 2 separate species, C3H9N2 in total, with properties calculated with ωB97M-V/def2-TZVPD.

Computed properties:
E_HOMO (alpha / beta): -13.369 / -14.483 eV
charge: +1
HOMO-LUMO gap (alpha / beta): 6.24 / 9.09 eV

Element x y z (Å)
C  0.4081  -0.9033  1.5978
C  -0.5537  -0.1562  -1.6198
C  -0.4209  1.8806  -0.3689
N  0.1238  0.6773  -0.6781
N  0.9824  -2.0195  1.6978
H  0.7237  -0.2812  2.4179
H  0.1438  -0.8445  -2.1123
H  -1.3764  -0.6919  -1.1154
H  -1.1032  0.6654  -2.2073
H  -1.3942  2.1567  -0.9642
H  -0.6180  1.8681  0.6398
H  0.3288  2.7046  -0.5662
H  1.6538  -2.2744  2.3659
H  1.1019  -2.7816  0.9130


Below is a cluster of 2 separate species, C3H9N2 in total, with properties calculated with ωB97M-V/def2-TZVPD.

Computed properties:
E_HOMO: -13.027 eV
charge: +1
HOMO-LUMO gap: 7.98 eV

Element x y z (Å)
C  1.5074  -0.4941  1.9993
N  0.2831  -0.5339  1.7105
H  1.9096  -1.0706  2.8188
H  2.2314  0.1452  1.5195
H  -0.2249  0.0099  0.9509
H  -0.3424  -1.2456  2.0757
C  0.0208  -0.2156  -2.2138
C  -0.3713  0.7131  -1.3648
N  -1.3248  0.5089  -0.3232
H  -0.5544  -1.1233  -2.3037
H  0.8666  -0.1177  -2.8790
H  0.1631  1.6560  -1.2797
H  -2.1828  0.0542  -0.6141
H  -1.6281  1.4046  0.0579


Below is a structure of composition C3H9N2, with properties calculated with ωB97M-V/def2-TZVPD.

Computed properties:
E_HOMO: -14.012 eV
charge: +1
HOMO-LUMO gap: 10.21 eV

Element x y z (Å)
C  2.0195  -0.0534  -0.2943
C  -0.6217  -1.2170  0.1255
C  -0.4564  0.1498  0.5909
N  1.3365  0.7344  0.3796
N  -1.0870  1.2269  -0.2163
H  3.0885  0.2218  -0.5425
H  1.8618  -0.8990  -0.9361
H  -0.3413  -1.5906  -0.9164
H  -0.0805  -1.9033  0.9407
H  -1.6734  -1.3996  0.2179
H  -0.6931  0.2372  1.7156
H  -2.1115  1.3847  0.0483
H  -0.7965  1.0417  -1.1876
H  -0.4450  2.0663  0.0747


Let's list energy relative to the best compared isomer or geometry (same formula, charge and spin) in order: 37.3 108.6 124.2 98.9 0.0 17.5 23.8 19.1 48.9 155.6 42.2 82.1 kcal per mole.